Entry 1:
DFT (ωB97M-V with the def2-TZVPD basis set) results for a structure of composition C6H16N2 at a distorted geometry.

Each line ends with the Löwdin charge.
Cartesian coordinates (Å):
C1 0.1259 -0.6206 -1.2023  -0.196
C2 0.6821 0.0391 -2.4325  -0.082
C3 -0.8789 0.2015 -1.9029  -0.097
N1 -0.3641 2.6747 0.3873  0.042
C4 0.6575 0.2615 0.0042  -0.152
N2 0.3165 -0.3936 1.3612  -0.167
C5 -0.4590 0.2590 2.4411  -0.168
C6 -0.6018 -1.6859 1.1501  -0.077
H1 1.8860 -2.4836 -0.6938  0.034
H2 2.1038 -2.6728 -1.4190  0.055
H3 0.9395 1.0766 -2.7332  0.105
H4 0.6895 -0.5604 -3.3356  0.078
H5 -1.2743 0.9311 -1.2332  0.066
H6 -1.7321 -0.3202 -2.3272  0.089
H7 -0.4971 3.2038 -0.3741  -0.084
H8 0.4366 2.9556 0.9311  -0.012
H9 0.3176 1.3764 0.0364  0.039
H10 1.7713 0.2741 -0.0914  0.121
H11 0.2143 0.9907 2.6861  0.017
H12 -1.4852 0.8177 2.2373  0.119
H13 -0.4188 -0.4177 3.3683  0.104
H14 -1.3769 -1.3663 0.4747  0.060
H15 -1.0815 -2.2346 2.0209  0.103
H16 0.0290 -2.3063 0.6464  0.001

Output
E: -347.30127 Eh
F_max: 0.1552 Eh/bohr
Net charge: 0
Highest occupied orbital energy: -7.98 eV
Molecular weight: 116.21 u
HOMO-LUMO gap: 5.799 eV
LUMO energy: -2.18 eV

***

Entry 2:
DFT (ωB97M-V with the def2-TZVPD basis set) results for an isolated molecule of C15H23ClN4O4S.

Each line ends with the Löwdin charge.
Cartesian coordinates (Å):
C1 -1.3645 1.1582 4.0362  -0.069
O1 -1.5009 0.0830 3.1185  -0.180
C2 -2.0622 0.4013 1.8526  -0.474
C3 -1.0107 1.0172 0.9192  -0.408
O2 -1.3466 1.5622 -0.1278  0.058
N1 0.2617 0.8528 1.3082  0.128
C4 1.3920 1.2469 0.4847  -0.093
C5 1.8466 0.1200 -0.4453  -0.262
C6 0.7958 -0.2466 -1.4937  -0.228
O3 0.3795 0.8579 -2.2524  -0.050
N2 2.1532 -1.0885 0.3060  0.109
C7 3.1151 -1.1188 1.2676  -0.480
O4 3.9520 -0.2459 1.3915  0.070
C8 3.0935 -2.3488 2.1701  -0.036
C9 1.7230 -2.7629 2.6043  -0.314
C10 0.8384 -3.6717 1.9896  -0.040
C11 -0.2748 -3.6369 2.7969  -0.706
Cl1 -1.7471 -4.4957 2.6800  0.748
N3 -0.0396 -2.7768 3.8019  -0.190
C12 -0.9008 -2.4467 4.9199  -0.019
N4 1.1804 -2.2247 3.6900  0.144
C13 -2.5337 -0.9295 1.2665  -0.153
C14 -3.7314 -1.3679 2.1001  -0.448
S1 -4.6291 0.1588 2.5519  0.883
C15 -3.3214 1.2565 1.9250  -0.383
H1 -0.6949 0.8103 4.8209  0.094
H2 -0.9218 2.0401 3.5640  0.101
H3 -2.3276 1.4221 4.4786  0.090
H4 0.4152 0.3275 2.1566  0.138
H5 1.1075 2.1158 -0.1065  0.131
H6 2.2165 1.5240 1.1378  0.123
H7 2.7512 0.4614 -0.9515  0.158
H8 1.2259 -0.9817 -2.1765  0.128
H9 -0.0594 -0.7273 -0.9935  0.117
H10 -0.2782 1.3333 -1.7170  0.055
H11 1.4072 -1.7625 0.3949  0.114
H12 3.5836 -3.1661 1.6368  0.130
H13 3.7001 -2.1023 3.0382  0.124
H14 0.9915 -4.2861 1.1189  0.113
H15 -0.2794 -1.9511 5.6595  0.094
H16 -1.6992 -1.7794 4.6008  0.068
H17 -1.3195 -3.3570 5.3441  0.083
H18 -2.8198 -0.7632 0.2270  0.136
H19 -1.7277 -1.6671 1.2961  0.111
H20 -4.3910 -2.0283 1.5412  0.075
H21 -3.4153 -1.8778 3.0077  0.042
H22 -3.2150 2.1165 2.5827  0.080
H23 -3.5511 1.6157 0.9254  0.089

Output
E: -1963.79161 Eh
F_max: 0.0028 Eh/bohr
SMILES: CO[C@@]1(C(=O)NC[C@H](CO)NC(=O)Cc2cc(Cl)n(C)n2)CCSC1
Net charge: 0
Highest occupied orbital energy: -8.80 eV
Molecular weight: 390.89 u
HOMO-LUMO gap: 9.226 eV
LUMO energy: 0.42 eV

***

Entry 3:
DFT (ωB97M-V with the def2-TZVPD basis set) results for a structure of composition C11H17Cl16NbO8PS2 at a distorted geometry.

Each line ends with the Löwdin charge.
Cartesian coordinates (Å):
C1 4.1847 1.1778 1.1234  -0.060
C2 2.9516 1.4902 0.0728  -0.267
C3 2.0568 0.1377 -0.1610  -0.151
O1 2.8721 -1.1019 -0.3523  -0.112
C4 1.9412 -1.9706 -1.1471  -0.276
O2 2.3986 -2.5039 -2.3141  -0.084
C5 0.3626 -2.2473 -0.6683  -0.511
S1 -0.8824 -1.8116 -1.9978  0.302
Nb1 -2.0092 0.3931 -1.5825  1.033
O3 -3.0160 2.2491 -1.4447  -0.620
P1 -2.4895 -0.1054 0.8750  0.495
O4 -2.6918 -1.6416 1.2076  -0.525
O5 -1.1412 0.5946 1.7942  -0.379
O6 -3.9876 0.7668 1.2642  -0.330
O7 1.9993 2.5288 0.5895  -0.100
C6 2.6068 3.8710 0.5046  -0.306
O8 3.5398 4.3304 1.3843  -0.047
C7 2.1407 4.9370 -0.6712  -0.422
S2 0.6260 5.8454 0.0572  0.612
H1 4.9154 2.1181 1.2029  0.085
H2 3.7178 1.0497 2.1926  0.100
H3 4.8630 0.2739 0.7874  0.095
H4 3.4065 1.7939 -0.9785  0.168
H5 1.4755 0.2775 -1.1889  0.107
H6 1.3528 -0.0317 0.7584  0.125
H7 0.3003 -3.4314 -0.5295  0.061
H8 0.1280 -1.7987 0.3958  0.073
H9 -0.4788 1.2387 -1.1028  -0.118
H10 -1.6803 0.8064 -3.3453  -0.134
H11 -3.6288 -0.3772 -1.9936  -0.120
H12 -2.7471 2.8082 -2.2444  -0.105
H13 -1.3037 1.5875 1.7160  0.053
H14 -3.7031 1.4606 1.9562  0.061
H15 2.9613 5.7752 -0.8456  0.105
H16 1.8058 4.4321 -1.6727  0.093
H17 -0.3946 4.8438 -0.0177  -0.102
C8 -2.6876 -5.2067 2.5116  -2.000
Cl1 -1.9148 -4.7378 0.9762  0.535
Cl2 -4.0887 -4.1496 2.8184  0.528
Cl3 -3.2323 -6.9000 2.4097  0.489
Cl4 -1.5146 -5.0392 3.8422  0.483
C9 -4.5887 5.4264 -2.8577  -1.987
Cl5 -4.3829 7.0721 -2.2065  0.500
Cl6 -5.7571 5.4616 -4.2024  0.506
Cl7 -3.0207 4.8214 -3.4492  0.550
Cl8 -5.1940 4.3507 -1.5729  0.555
C10 1.2429 -2.0659 5.2695  -2.013
Cl9 0.0639 -2.4551 6.5474  0.498
Cl10 0.4503 -1.0892 4.0076  0.533
Cl11 2.5967 -1.1443 5.9711  0.497
Cl12 1.8606 -3.5752 4.5518  0.494
C11 1.5429 -6.1071 -3.6482  -2.002
Cl13 0.5891 -7.4494 -4.3287  0.493
Cl14 0.4631 -4.7389 -3.2784  0.532
Cl15 2.3484 -6.6487 -2.1541  0.503
Cl16 2.7710 -5.5915 -4.8316  0.507

Output
E: -9588.77812 Eh
F_max: 0.1803 Eh/bohr
Net charge: -1
Highest occupied orbital energy: -5.90 eV
Molecular weight: 1032.51 u
HOMO-LUMO gap: 6.831 eV
LUMO energy: 0.93 eV

***

Entry 4:
DFT (ωB97M-V with the def2-TZVPD basis set) results for a structure of composition C19H26BN8OPd at a distorted geometry.

Each line ends with the Mulliken spin population.
Cartesian coordinates (Å):
Pd1 -1.3606 -1.1555 0.0969  0.913
C1 -3.6266 1.1737 -1.2881  0.009
C2 -2.2694 1.7800 -1.3268  -0.008
C3 -1.7692 2.9368 -1.9405  -0.001
C4 -0.4212 2.9300 -1.6483  0.002
N1 -0.1484 1.8444 -0.9021  -0.001
N2 -1.2812 1.1491 -0.7145  0.016
B1 1.1190 1.1829 -0.3285  -0.016
N3 0.8339 0.8532 1.1569  -0.007
C5 1.3494 1.4888 2.2200  -0.001
C6 0.8517 0.9053 3.3647  0.010
C7 0.0063 -0.1101 2.9054  -0.019
C8 -0.8249 -1.1016 3.6407  0.008
N4 0.0204 -0.1180 1.5799  0.095
N5 1.3083 -0.1381 -1.1095  0.032
C9 2.2225 -0.4138 -2.0507  0.007
C10 2.0157 -1.7026 -2.4971  0.005
C11 0.9188 -2.1638 -1.7626  -0.011
C12 0.1903 -3.4634 -1.7546  0.011
N6 0.5276 -1.2009 -0.9382  0.056
N7 2.4297 1.9298 -0.3765  0.002
C13 2.8132 3.2017 -0.6206  0.000
C14 4.1653 3.2882 -0.3899  0.000
C15 4.5443 1.9942 0.0141  0.000
C16 5.8955 1.5094 0.4138  0.000
N8 3.4912 1.1997 0.0169  0.000
H1 -4.4027 1.9005 -1.5043  0.001
H2 -3.6884 0.3641 -2.0184  -0.001
H3 -3.7956 0.7388 -0.2999  -0.002
H4 -2.3150 3.6600 -2.5140  0.000
H5 0.3322 3.6287 -1.9464  0.000
H6 2.0351 2.3030 2.1147  0.000
H7 1.0730 1.1692 4.3779  0.001
H8 -0.3402 -1.4078 4.5640  0.000
H9 -1.7981 -0.6751 3.8868  0.002
H10 -0.9734 -1.9743 2.9926  -0.002
H11 2.9601 0.3046 -2.3406  0.000
H12 2.5823 -2.2275 -3.2390  0.001
H13 0.8702 -4.2994 -1.8981  -0.001
H14 -0.3205 -3.5600 -0.7837  -0.003
H15 -0.5590 -3.4874 -2.5471  -0.001
H16 2.1216 3.9603 -0.9261  0.000
H17 4.7939 4.1485 -0.4985  0.000
H18 6.6487 2.2701 0.2202  0.000
H19 5.9054 1.2659 1.4761  0.000
H20 6.1463 0.6049 -0.1371  0.000
C17 -4.3200 -2.3000 2.0411  -0.001
O1 -4.0439 -1.4982 0.8963  0.043
C18 -3.1959 -2.0509 -0.0485  -0.107
C19 -3.7673 -3.0872 -0.9786  -0.027
H21 -5.0414 -1.7532 2.6476  0.001
H22 -3.3979 -2.4707 2.6085  -0.004
H23 -4.7371 -3.2670 1.7419  0.003
H24 -4.5628 -3.6447 -0.4755  -0.001
H25 -2.9976 -3.7885 -1.3032  0.000
H26 -4.2134 -2.6263 -1.8698  -0.004

Output
E: -1405.61731 Eh
F_max: 0.0318 Eh/bohr
Net charge: 0
Highest occupied orbital energy (alpha / beta): -7.98 / -7.71 eV
Molecular weight: 499.70 u
Multiplicity: 2
HOMO-LUMO gap (alpha / beta): 7.598 / 7.203 eV
LUMO energy (alpha / beta): -0.38 / -0.51 eV

***

Entry 5:
DFT (ωB97M-V with the def2-TZVPD basis set) results for the ion C4H11N5O with charge +2 at a distorted geometry.

Each line ends with the Löwdin charge.
Cartesian coordinates (Å):
N1 -0.3389 2.4245 1.4375  0.218
C1 0.0507 1.2423 0.9989  -0.434
N2 0.6873 0.3146 1.5058  0.082
C2 1.2692 -0.8415 0.9457  -0.121
C3 0.2976 -1.3655 -0.1700  -0.179
N3 -0.9438 -1.9641 0.4702  0.203
C4 0.0119 -0.1753 -1.1144  -0.074
N4 0.0564 -0.0270 -2.4078  0.272
N5 -0.2966 1.0822 -0.4130  -0.018
O1 -0.6440 2.1715 -1.1667  0.072
H1 -0.3110 2.5558 2.4858  0.188
H2 -0.9627 2.8861 0.7698  0.132
H3 1.2356 -1.5511 1.8131  0.151
H4 2.3003 -0.6573 0.5342  0.171
H5 0.7248 -2.1863 -0.6834  0.147
H6 -1.7172 -2.4563 -0.1343  0.238
H7 -1.3174 -1.2954 1.2982  0.243
H8 -0.3931 -2.7464 0.9701  0.203
H9 0.5515 -0.7394 -2.9801  0.193
H10 -0.4691 0.7729 -2.7293  0.149
H11 0.2084 2.5556 -1.4302  0.166

Output
E: -507.30404 Eh
F_max: 0.1048 Eh/bohr
SMILES: NC1=NC[C@@H]([NH3+])C(=[NH2+])N1O
Net charge: +2
Highest occupied orbital energy: -17.29 eV
Molecular weight: 145.17 u
HOMO-LUMO gap: 8.476 eV
LUMO energy: -8.82 eV

***

Entry 6:
DFT (ωB97M-V with the def2-TZVPD basis set) results for a structure of composition C8H26BeBrCl2FGaKNNaO7PS at a distorted geometry.

Each line ends with the Löwdin charge.
Cartesian coordinates (Å):
C1 0.9938 1.5920 -1.5449  -0.119
C2 -0.3193 0.8692 -1.8691  -0.381
C3 -1.4138 1.8051 -2.3515  -0.708
Br1 -0.7555 2.8325 -3.9569  0.518
Ga1 -3.0022 0.7649 -2.9212  0.259
P1 -4.9315 1.0951 -1.5984  0.224
S1 -4.4571 1.9099 0.1556  0.077
H1 0.8265 2.6510 -1.3557  0.029
H2 1.4568 1.1712 -0.6543  0.055
H3 1.7250 1.5461 -2.3444  0.067
H4 -0.1035 0.1369 -2.6506  0.097
H5 -0.6446 0.3135 -0.9866  0.093
H6 -1.6322 2.5658 -1.6087  0.046
H7 -2.6671 -0.8054 -2.9630  0.000
H8 -3.4775 1.1077 -4.6052  -0.061
H9 -5.4815 -0.1729 -1.3377  -0.067
H10 -5.8566 1.8928 -2.2991  -0.069
Be1 -3.4187 -0.1328 -5.3500  0.809
O1 1.0868 5.2644 -0.7261  -0.233
H11 0.7282 5.4766 -1.6126  -0.122
H12 1.0421 6.0861 -0.2231  0.015
F1 -2.8756 -1.5198 -7.3836  -0.594
Cl1 1.8138 4.5647 -3.1438  -0.322
C4 3.0361 -4.3352 2.5929  -0.050
C5 4.0699 -3.5026 1.8547  -0.264
O2 3.5135 -2.4169 1.1666  0.048
C6 3.1938 -1.4110 2.0374  -0.624
O3 3.3900 -1.4892 3.2271  0.095
O4 2.7054 -0.4092 1.3786  -0.004
C7 2.3084 0.7104 2.2354  -0.109
H13 2.2697 -4.6779 1.8989  0.087
H14 3.4983 -5.2074 3.0647  0.081
H15 2.5409 -3.7501 3.3655  0.079
H16 4.5657 -4.1277 1.1106  0.137
H17 4.8390 -3.1174 2.5320  0.050
H18 3.1834 1.0315 2.9243  -0.173
H19 1.4294 0.4331 2.8287  0.081
H20 2.0452 1.5385 1.5842  0.079
Na1 6.1753 -3.5212 3.9252  0.893
C8 -0.1150 -1.9770 1.1738  0.055
N1 -1.0693 -2.7323 0.3094  -0.449
O5 -2.2650 -2.5759 0.4972  0.028
O6 -0.5897 -3.4553 -0.5285  0.086
H21 -0.6826 -1.3748 1.8723  0.095
H22 0.4968 -2.7060 1.6956  0.093
H23 0.4948 -1.3515 0.5265  0.094
O7 -5.3552 0.6377 2.9791  0.268
H24 -5.1619 0.9187 3.8939  0.188
H25 -5.0274 -0.2656 2.8047  0.183
H26 -4.9809 1.2825 2.3023  0.027
Cl2 4.5477 2.0127 3.6832  -0.419
K1 -1.6925 4.8243 -5.6052  0.728

Output
E: -7936.79382 Eh
F_max: 0.0740 Eh/bohr
Net charge: +1
Highest occupied orbital energy: -7.64 eV
Molecular weight: 621.97 u
HOMO-LUMO gap: 2.744 eV
LUMO energy: -4.89 eV

***

- What is the F_max in the third record?
  0.1803 Eh/bohr

***

- Which of these has the highest molecular weight?
  C11H17Cl16NbO8PS2